This record from the Open Molecules 2025 dataset describes a molecular structure, C2H4AgO2 in a non-equilibrium geometry. The level of theory is the ωB97M-V functional and the def2-TZVPD basis.

CARTESIAN COORDINATES (ANGSTROEM)
H -2.0128 -2.3031 -2.1781
O 0.1899 -0.4125 1.2446
C 1.0787 0.4349 1.0675
C 1.0524 1.3731 0.0010
H 1.9220 0.5019 1.7802
H 1.9135 2.0161 -0.1823
H 0.1904 1.4202 -0.6656
O -2.5016 -2.0848 -1.3777
Ag -1.8326 -0.9458 0.3105

Cartesian forces (eV/Å) of the 2 atoms listed first:
H 0.2558 0.3300 0.3917
O 0.2593 0.4083 0.3626

Output
HOMO level (alpha / beta): -8.055 / -8.053 eV
HOMO-LUMO gap (alpha / beta): 8.00 / 5.28 eV
2S+1: 2
M: 167.9 g/mol
ΔE to the lowest compared entry with this formula, charge and spin: 18.6 kJ/mol

This record from the Open Molecules 2025 dataset describes a single C4H6N2O molecule in a non-equilibrium geometry. The level of theory is the ωB97M-V functional and the def2-TZVPD basis.

CARTESIAN COORDINATES (ANGSTROEM)
N 0.7961 1.4359 -1.5570
C 0.4440 0.3636 -0.7315
C -0.2381 -0.7990 -0.9320
C -0.6523 -1.2255 0.3582
C -0.2024 -0.2864 1.2513
O -0.2799 -0.1648 2.5923
N 0.5370 0.6376 0.6005
H -0.1286 1.8746 -1.7354
H 1.1436 1.0334 -2.4192
H -0.4711 -1.2708 -1.8784
H -1.2390 -2.1019 0.5698
H -0.6824 -0.9752 2.9153
H 0.9585 1.4778 0.9690

Cartesian forces (eV/Å) of the 2 atoms listed first:
N -0.6764 0.3260 -0.9386
C 0.3076 -0.0299 -0.1285

Output
HOMO level: -7.351 eV
HOMO-LUMO gap: 8.23 eV
M: 98.1 g/mol
structure (SMILES): Nc1ccc(O)[nH]1
ΔE to the lowest compared entry with this formula, charge and spin: 113.0 kJ/mol

This record from the Open Molecules 2025 dataset describes a molecular structure, C5H17ClO6P in a non-equilibrium geometry. The level of theory is the ωB97M-V functional and the def2-TZVPD basis.

CARTESIAN COORDINATES (ANGSTROEM)
Cl -1.0228 0.2236 1.1352
C -3.4156 1.9213 1.0180
O -2.2850 2.0025 0.1023
H -3.0447 2.2435 1.9910
H -4.1317 2.6989 0.7521
H -3.8150 0.9090 1.0806
H -1.7537 1.2328 0.3186
C -3.1623 -1.3077 0.6729
O -2.5102 -1.5847 1.8816
H -3.2237 -2.0971 -0.0762
H -4.1690 -0.9453 0.8811
H -2.6243 -0.5315 0.1287
H -1.7512 -0.9975 1.8539
C 2.8688 1.9352 -1.6240
O 2.1301 0.7322 -1.4165
P 1.9019 0.0737 0.0822
O 1.1606 0.8964 1.0818
O 1.0891 -1.3741 -0.3065
C -0.2003 -1.3799 -0.7999
O 3.4010 -0.3912 0.5570
C 4.1768 -1.4468 -0.1017
H 3.4010 1.8570 -2.5720
H 3.6294 2.1053 -0.8619
H 2.1458 2.7226 -1.8371
H -1.0763 -1.1428 -0.1962
H -0.3388 -2.3819 -1.2061
H -0.2494 -0.7903 -1.7153
H 3.8452 -2.4135 0.2774
H 5.2513 -1.3041 0.0130
H 3.7732 -1.4655 -1.1141

Cartesian forces (eV/Å) of the 2 atoms listed first:
Cl 2.7222 0.5805 4.0302
C 1.8308 0.9944 -0.6077

Output
HOMO level: -3.752 eV
HOMO-LUMO gap: 6.66 eV
M: 239.6 g/mol
total charge: -1
ΔE to the lowest compared entry with this formula, charge and spin: 487.0 kJ/mol

This record from the Open Molecules 2025 dataset describes a molecular structure, C28H36FN6O9SScSe in a non-equilibrium geometry. The level of theory is the ωB97M-V functional and the def2-TZVPD basis.

CARTESIAN COORDINATES (ANGSTROEM)
Sc -0.0030 0.0359 -0.0198
C -0.9833 -1.4401 -4.1354
C 0.0102 -0.9596 -3.0980
O -0.2349 -1.2895 -1.8949
C 1.1251 -0.2276 -3.4936
C 2.0696 0.1142 -2.4460
C 3.5340 -0.1602 -2.6645
N 1.6096 0.5631 -1.3310
N 2.5953 0.5392 -0.2837
C 2.4683 -0.4540 0.5446
O 1.5560 -1.3862 0.6121
C 3.6232 -0.6152 1.5167
C 3.5760 -1.3591 2.6846
C 4.6800 -1.4676 3.5190
C 5.8677 -0.8267 3.2007
C 5.9365 -0.0781 2.0325
C 4.8281 0.0223 1.2066
H -1.9826 -1.0503 -3.9319
H -1.0389 -2.5300 -4.1287
H -0.7026 -1.1229 -5.1435
H 1.3474 0.0064 -4.5261
H 3.7170 -0.4068 -3.7100
H 3.8459 -1.0026 -2.0443
H 4.1350 0.7102 -2.3933
H 2.6690 -1.8765 2.9434
H 4.6037 -2.0645 4.4203
H 6.7305 -0.9145 3.8510
H 6.8551 0.4282 1.7592
H 4.8786 0.6012 0.2950
C 0.9778 1.1612 4.2663
S 0.6740 0.5479 2.5320
C 0.1244 -1.1507 2.9334
O -0.6951 1.4960 2.2004
H 0.0862 1.0911 4.8971
H 1.3025 2.2003 4.2162
H 1.7766 0.5342 4.6536
H 0.9580 -1.7111 3.3492
H -0.2540 -1.6612 1.9850
H -0.6889 -1.1008 3.6610
C -0.5898 -5.4325 0.8150
N -1.8845 -5.0653 1.3358
C -2.8313 -5.9207 1.8813
C -3.8872 -5.1721 2.2380
N -3.5904 -3.8562 1.9140
C -4.4409 -2.7098 2.1232
C -2.3594 -3.8002 1.3598
Se -1.4944 -2.3074 0.7596
H -0.4618 -6.5075 0.9164
H 0.1969 -4.9201 1.3669
H -0.5188 -5.1529 -0.2356
H -2.6977 -6.9807 1.9792
H -4.8079 -5.4857 2.6924
H -5.3694 -3.0381 2.5832
H -4.6576 -2.2286 1.1696
H -3.9462 -1.9915 2.7762
O -1.3913 0.6904 1.2218
C -2.2971 1.8183 -3.3261
C -2.4682 0.8559 -2.1769
C -3.8186 0.2510 -1.8740
O -1.5266 0.5656 -1.4867
H -3.2376 1.9807 -3.8530
H -1.5608 1.4175 -4.0220
H -1.9275 2.7692 -2.9391
H -4.5842 0.5946 -2.5694
H -4.1077 0.5285 -0.8599
H -3.7417 -0.8356 -1.9364
F 0.2063 8.2978 -2.4268
C 0.5278 7.5802 -1.3348
C -0.0962 6.4314 -1.0405
N 0.2041 5.6950 0.0718
C -0.4751 4.4135 0.2633
C 0.0594 3.2985 -0.6695
O 0.2523 3.6331 -1.8469
O 0.1660 2.1914 -0.1131
C 1.2131 6.0658 0.9278
O 1.5319 5.4644 1.9278
N 1.8525 7.2574 0.5794
C 1.5756 8.0984 -0.4862
O 2.1641 9.1532 -0.6473
H -0.8571 6.0207 -1.6867
H -1.5371 4.5553 0.0533
H -0.3908 4.1124 1.3026
H 2.5838 7.5469 1.2105

Cartesian forces (eV/Å) of the 2 atoms listed first:
Sc 0.2840 0.1277 -2.5469
C 0.2157 -0.0603 -0.3993

Output
HOMO level (alpha / beta): -0.298 / 2.113 eV
HOMO-LUMO gap (alpha / beta): 4.37 / 1.22 eV
M: 775.6 g/mol
total charge: -2
ΔE to the lowest compared entry with this formula, charge and spin: 935.0 kJ/mol

This record from the Open Molecules 2025 dataset describes a single CH5N3 molecule in a non-equilibrium geometry. The level of theory is the ωB97M-V functional and the def2-TZVPD basis.

CARTESIAN COORDINATES (ANGSTROEM)
N -0.0566 1.4659 0.5848
C 0.0018 0.2598 0.1497
N 0.8018 -0.1550 -0.9465
N -1.0484 -0.5860 0.4295
H 0.8229 1.8356 0.9222
H 1.7596 -0.0181 -0.6458
H 0.6225 -1.0872 -1.2917
H -1.9335 -0.1673 0.6487
H -0.9702 -1.5478 0.1490

Cartesian forces (eV/Å) of the 2 atoms listed first:
N 0.4786 -0.9546 1.7866
C -1.9660 1.0407 -1.6274

Output
HOMO level: -8.322 eV
HOMO-LUMO gap: 9.12 eV
M: 59.1 g/mol
structure (SMILES): N=C(N)N
ΔE to the lowest compared entry with this formula, charge and spin: 123.2 kJ/mol

This record from the Open Molecules 2025 dataset describes a molecular structure, C4H14F9N2O15S3Y in a non-equilibrium geometry. The level of theory is the ωB97M-V functional and the def2-TZVPD basis.

CARTESIAN COORDINATES (ANGSTROEM)
Y -9.2491 29.4510 9.1424
C -5.1193 29.1118 7.0798
F -5.9332 28.3541 6.2845
F -4.7360 28.5363 8.2144
F -4.0324 29.4448 6.3464
S -6.1278 30.6255 7.5888
O -6.6589 31.1569 6.3062
O -7.1440 30.1892 8.4625
O -5.2124 31.5857 8.2439
C -6.2669 27.1000 11.5995
F -5.2232 26.9581 12.4164
F -5.8901 27.0859 10.3226
F -7.0836 26.1547 11.8945
S -6.9293 28.8792 12.0814
O -5.7899 29.7515 12.1019
O -7.8608 29.1888 10.9851
O -7.6863 28.7918 13.3088
C -11.8785 26.9690 5.9194
F -12.4204 28.1048 5.4767
F -12.5651 25.8623 5.6576
F -10.6431 26.9113 5.4122
S -11.7180 27.1711 7.8904
O -13.0608 27.3756 8.3034
O -11.1470 25.9006 8.3564
O -10.8368 28.3290 8.1667
O -9.8985 31.2732 7.7745
H -10.3119 31.5980 6.9745
H -9.3064 31.9765 8.0411
O -8.6895 28.8489 6.7800
H -8.8040 29.4753 6.0654
H -8.4706 28.0251 6.3444
O -11.4354 30.5132 9.7695
H -12.2098 30.1732 10.2178
H -11.5390 31.4643 9.7996
O -8.1338 27.3091 8.8076
H -8.1299 26.4536 9.2370
H -8.0444 27.1102 7.8756
O -9.0284 31.4657 10.4161
H -8.2383 31.8208 10.8234
H -9.5722 32.2330 10.2381
C -10.6233 27.2493 11.5709
O -10.1779 28.0537 10.7556
N -11.7143 26.6865 11.4285
N -10.1227 27.1637 12.7708
H -11.9731 25.9540 12.0740
H -12.2611 26.9575 10.6238
H -9.3899 27.8450 12.9087
H -10.4584 26.4094 13.3526

Cartesian forces (eV/Å) of the 2 atoms listed first:
Y -0.5883 -1.7062 0.1662
C 0.1042 1.2552 -0.7106

Output
HOMO level (alpha / beta): -13.100 / -12.416 eV
HOMO-LUMO gap (alpha / beta): 9.56 / 3.11 eV
2S+1: 2
M: 686.2 g/mol
total charge: +1